1.
ORCA calculation (wB97M-V/def2-TZVPD) on C7H16NO3PS as an isolated structure in a non-equilibrium geometry.

- ΔE to the lowest compared entry with this formula, charge and spin: 108.25 kJ/mol
- Charge: 0
- Frontier orbital gap: 9.4 eV

Structure (XYZ):
```
29
C7H16NO3PS wB97M-V/def2-TZVPD
S 2.18189 -2.20753 0.55237
P -3.42741 -1.20366 -0.62243
O -3.25741 -1.94990 0.89991
O -2.37508 -1.85453 -1.39259
O -2.33208 0.54796 0.37259
N 0.38030 -0.25219 0.25239
C 2.77590 -0.59882 -0.10907
C 1.49512 0.21840 -0.06579
C 3.16890 -0.73968 -1.54770
C 3.87344 -0.09172 0.83226
C -3.54730 2.31396 -0.46402
C -2.51803 1.89819 0.56562
C 0.41750 -1.66416 0.50691
H -2.79545 2.22526 1.65208
H -4.51053 1.91112 -0.14288
H -3.69516 3.34210 -0.46885
H 4.59491 -0.84050 0.83626
H 4.41701 0.79790 0.34071
H -1.50072 2.44908 0.52429
H 1.39800 1.26811 -0.31917
H 4.05757 -0.14688 -1.76066
H -3.41722 -1.48459 1.68013
H -0.18077 -1.96915 1.45642
H 3.36966 -1.69512 -1.91148
H -1.37248 0.17356 0.58366
H 2.52049 -0.28644 -2.30244
H -0.08493 -2.17192 -0.33948
H -3.17462 2.07913 -1.45869
H 3.53850 -0.06799 1.84964
```

Atom charges from the Löwdin analysis, given in e for atoms 1 to 2: S 0.926; P 0.809

2.
ORCA calculation (wB97M-V/def2-TZVPD) on one molecule with the formula C6H11NO in a non-equilibrium geometry.

- ΔE to the lowest compared entry with this formula, charge and spin: 201.52 kJ/mol
- Structure (SMILES): C[C@]1(N)C=C[C@@]1(C)O
- Charge: 0
- Frontier orbital gap: 9.6 eV

Structure (XYZ):
```
19
C6H11NO wB97M-V/def2-TZVPD
O 1.39703 1.39905 0.41126
N -1.30394 1.50939 0.53350
C -1.50060 -0.90183 0.55606
C -0.61731 0.26778 -1.54029
C 0.70395 0.06630 -1.53474
C 1.56251 -1.00489 0.64329
C 0.88819 0.16185 -0.05129
C -0.79919 0.30661 -0.04703
H 2.64476 -0.94865 0.50640
H 1.35416 -0.97371 1.71180
H -1.34257 0.40380 -2.32626
H -1.18220 -1.82082 0.07241
H 1.42839 -0.11990 -2.31207
H -0.64249 2.26939 0.44146
H 1.20617 -1.95115 0.24543
H -1.30003 -0.95944 1.62334
H -2.27699 1.70018 0.33237
H 2.35611 1.38403 0.31455
H -2.57594 -0.78798 0.41982
```

Atom charges from the Löwdin analysis, given in e for atoms 1 to 2: O -0.012; N 0.082

3.
ORCA calculation (wB97M-V/def2-TZVPD) on a 5-piece molecular cluster, C26H30BF33NO5 overall in a non-equilibrium geometry.

- ΔE to the lowest compared entry with this formula, charge and spin: 316.89 kJ/mol
- Charge: +1
- Frontier orbital gap: 9.4 eV

Structure (XYZ):
```
96
C26H30BF33NO5 wB97M-V/def2-TZVPD
F 6.65584 -3.79901 0.22851
F 8.06032 -2.84293 1.85457
F -0.30752 3.87469 0.16685
F 5.28275 -3.36134 -1.39038
F 9.86720 -4.87316 1.22778
F -4.27780 4.08081 -2.29048
F -6.33442 0.49200 0.05044
F 10.10936 -2.21229 2.16884
F -1.47895 2.20953 -0.57482
F -8.37983 0.97962 -0.51519
F -1.35482 -6.52494 -2.19362
F -8.09951 -0.46484 1.98651
F -1.75926 3.65399 -3.07652
F -2.42565 -4.14083 0.20785
F -0.87473 -6.53216 -0.07216
F 6.07531 -0.71889 -1.43689
F -6.92809 1.20031 2.72818
F 8.93935 -4.12700 -0.59534
F 6.52885 2.39831 0.06193
F -0.85921 -4.80731 1.96934
F -3.49605 -5.84803 -0.59056
F 0.28615 3.16638 -2.51090
F -0.30058 -2.83636 2.70737
F 7.69999 -2.10932 -1.83471
F -9.48955 -1.08587 0.19408
F -0.53621 -2.76863 -0.07101
F 1.52757 -2.57313 0.55958
F -12.37053 0.46699 1.56751
F -10.89837 1.40643 0.27085
F -2.86899 1.58851 -2.36726
F -5.74997 3.14137 -0.99382
F -4.92125 1.51142 -3.06006
F -11.54182 -1.16296 -0.49873
O -2.43915 4.25009 -0.33972
O 9.04160 -1.41942 0.38765
O -9.05972 1.57571 2.22162
O 4.73794 1.01001 2.37249
O 0.88703 -4.51808 -0.30545
N 2.97140 3.91336 0.28452
C 3.46265 0.45899 0.08081
C 4.11943 3.18992 0.95213
C 7.69031 -0.97596 0.23773
C -11.05077 0.42321 1.19808
C -1.18328 -5.70587 -1.10741
C -10.77038 -0.95186 0.60134
C 5.46281 3.45700 0.01527
C -7.41895 1.22796 0.41149
C 4.88861 3.82926 -1.50710
C -3.60051 3.44543 -0.11858
C 3.36025 4.30892 -1.12338
C -10.22108 0.77105 2.44276
C 9.21886 -2.57476 1.20568
C 0.47670 -3.43736 0.53066
C 5.96137 -2.79818 -0.35491
C 1.84554 0.71655 -0.09297
C 0.02192 -4.80270 -1.40805
C -7.88882 0.86358 1.82504
C -4.14981 1.72252 -1.95999
C 0.13561 -3.88324 1.95772
C 9.76204 -3.77929 0.42740
C 6.86525 -1.67531 -0.85259
C -1.26825 3.53796 -0.73630
C -4.43021 3.09759 -1.36325
C -2.49421 -4.96783 -0.85784
C -0.79838 3.90233 -2.14984
B 4.08765 1.55691 1.13206
H 2.62783 3.79802 -1.91373
H 5.83082 4.48718 0.43706
H 5.49016 4.75941 -1.93604
H 2.01795 3.48461 0.26446
H 1.00765 -4.32147 2.45015
H 2.81718 4.76528 0.90346
H 4.34112 3.71606 2.00051
H -4.37214 0.92641 -1.24258
H -7.15516 2.28686 0.34719
H -2.79273 -4.38318 -1.73360
H 7.78459 0.07317 -0.07002
H 4.05769 0.45125 -0.93515
H -10.86254 1.39441 3.07854
H 10.74767 -3.56215 0.00743
H 7.16416 -0.92987 1.19880
H 1.49820 1.29355 0.88810
H -4.24197 4.06879 0.51721
H 5.22218 -2.42425 0.36040
H 3.41014 5.49375 -1.12585
H -0.25901 -3.89452 -1.95475
H -10.00023 -0.10792 3.06020
H -0.53460 4.96124 -2.21415
H 1.72636 1.45039 -1.01414
H -3.37966 2.56646 0.49887
H 4.30456 1.54713 3.10638
H -10.99271 -1.74797 1.31875
H 1.27731 -0.30162 -0.25538
H 3.58518 -0.64249 0.52522
H 0.65661 -5.35673 -2.11126
H 5.02039 2.99831 -2.34088
```

Atom charges from the Löwdin analysis, given in e for atoms 1 to 2: F 0.093; F 0.122

4.
ORCA calculation (wB97M-V/def2-TZVPD) on a 12-piece molecular cluster, H24O12 overall in a non-equilibrium geometry.

- ΔE to the lowest compared entry with this formula, charge and spin: 166.33 kJ/mol
- Structure (SMILES): O.O.O.O.O.O.O.O.O.O.O.O
- Charge: 0
- Frontier orbital gap: 11.2 eV

Structure (XYZ):
```
36
H24O12 wB97M-V/def2-TZVPD
O -3.92904 0.82490 -2.01949
O 0.58259 3.40074 0.99827
O -2.27633 -0.67033 2.73036
O 0.83891 0.80457 -2.53848
O 2.60720 3.03189 -1.15064
O -0.48173 -3.66445 -1.37723
O -0.55199 -1.03415 0.16493
O 2.89179 1.19030 1.09431
O -2.41531 0.96844 0.67823
O 0.98098 -1.79542 -2.90800
O 1.39584 -0.62732 2.69883
O -0.35551 -2.93470 2.30548
H -0.01716 -0.61675 -0.52520
H -3.01182 1.05435 -1.85140
H -0.71593 -2.73834 -1.16018
H 3.17852 2.11168 1.17676
H -2.29671 -1.63508 2.84009
H -0.37424 3.25599 1.07549
H 1.02313 -2.65113 -2.45854
H -1.33988 -0.43824 2.77438
H -3.94952 0.17882 -2.72794
H 2.43415 3.97154 -1.00483
H 1.16265 -0.72058 1.77066
H -2.89780 0.54628 1.39372
H 1.44268 1.51391 -2.28475
H 3.28337 3.18076 -1.83358
H -1.43756 -0.63290 0.08604
H -0.23587 -3.66576 -0.39317
H 2.12054 0.00688 2.72417
H 1.43922 0.04999 -2.62018
H 0.69317 -2.01592 -3.79867
H -0.02970 -2.47285 1.52492
H -3.20951 1.19527 0.16547
H 0.76445 2.46615 1.21182
H 2.81276 0.96920 0.16340
H -0.12633 -2.40773 3.07497
```

Atom charges from the Löwdin analysis, given in e for atoms 1 to 2: O -0.047; O -0.067

5.
ORCA calculation (wB97M-V/def2-TZVPD) on a 2-piece molecular cluster, C4H11INO overall in a non-equilibrium geometry.

- ΔE to the lowest compared entry with this formula, charge and spin: 437.13 kJ/mol
- Charge: +1
- Frontier orbital gap (alpha / beta): 5.7 / 8.8 eV

Structure (XYZ):
```
18
C4H11INO wB97M-V/def2-TZVPD
I -1.07270 0.60163 2.63456
O -1.72915 1.78631 0.18030
N 0.37592 -1.59361 -0.08585
C 0.68791 -0.32578 -0.70116
C -0.70761 1.79916 1.04198
C -0.97068 -2.06429 -0.45664
C 0.18321 2.95578 0.86628
H 0.28034 3.32361 -0.15929
H 1.20942 2.86093 1.16058
H -1.65783 2.31930 -0.68750
H 1.10497 -2.18675 -0.44973
H 0.41081 -1.58777 0.89051
H -0.97185 -3.08438 -0.41153
H 0.43315 -0.33988 -1.74056
H -1.26986 -1.67222 -1.34139
H -1.70039 -1.70865 0.18762
H 1.76008 0.04264 -0.55649
H -0.24568 3.77151 1.45227
```

Atom charges from the Löwdin analysis, given in e for atoms 1 to 2: I 1.087; O -0.095

6.
ORCA calculation (wB97M-V/def2-TZVPD) on C3H8FeO3P2 as an isolated structure in a non-equilibrium geometry.

- Charge: +2
- Frontier orbital gap (alpha / beta): 8.2 / 6.6 eV
- Spin multiplicity: 5

Structure (XYZ):
```
17
C3H8FeO3P2 wB97M-V/def2-TZVPD
Fe 1.94543 -2.20361 -1.91917
P -1.33212 0.30184 0.60240
P -0.43023 -0.59903 -1.19431
O 2.22937 2.24174 -0.96474
O 1.55507 1.00118 0.78915
O -2.80916 0.70394 0.27580
C 1.70956 1.25676 -0.53170
C 1.23656 0.19076 -1.51471
C -1.39663 -0.85097 1.98133
H 2.05203 -0.57503 -1.58257
H -1.73606 -0.30677 2.84475
H -0.40586 -1.23895 2.13070
H -2.82894 1.20193 -0.55765
H 1.19991 0.66215 -2.47584
H -0.10325 -1.93760 -0.80697
H 1.19676 1.80086 1.18431
H -2.08243 -1.64920 1.73923
```

Atom charges from the Löwdin analysis, given in e for atoms 1 to 2: Fe 0.814; P 0.834

7.
ORCA calculation (wB97M-V/def2-TZVPD) on a 2-piece molecular cluster, C5H8Cl3NO2 overall in a non-equilibrium geometry.

- ΔE to the lowest compared entry with this formula, charge and spin: 157.05 kJ/mol
- Structure (SMILES): CC(C)=[N+]([O-])O.ClC=C(Cl)Cl
- Charge: 0
- Frontier orbital gap: 8.7 eV

Structure (XYZ):
```
19
C5H8Cl3NO2 wB97M-V/def2-TZVPD
Cl 3.21703 -1.34573 -0.34494
Cl 2.64339 1.28434 -1.23163
Cl 1.08577 -2.42448 -2.88049
O -1.57863 -1.70804 -1.24814
O -0.36268 -2.79145 0.36963
N -0.63914 -1.71370 -0.16230
C 0.68108 -0.57701 1.40175
C -0.11970 -0.58832 0.14731
C 1.51460 -0.84698 -2.53377
C 2.31494 -0.37073 -1.47511
C -0.46795 0.74155 -0.35957
H 1.39478 -1.43205 1.51476
H 1.11760 -0.07236 -3.10515
H -0.98774 1.49087 0.36915
H 1.25248 0.34082 1.41119
H -1.13213 0.47727 -1.15125
H -1.80909 -2.67434 -1.61339
H 0.38783 1.26004 -0.76014
H 0.04860 -0.65373 2.36872
```

Atom charges from the Löwdin analysis, given in e for atoms 1 to 2: Cl 0.658; Cl 0.685

What is the formula in the first record? C7H16NO3PS

Which value of charge does entry 1 give? 0

The highest charge belongs to which entry? C3H8FeO3P2